Density functional theory data (the ωB97M-V functional and the def2-TZVPD basis) for a molecular structure, C31H68AsF9N9O11 at a distorted geometry.

Properties
**Net charge**: -1
**Orbital gap**: 9.354 eV
**LUMO**: 1.608 eV
**ΔE to the lowest compared entry with this formula, charge and spin**: 102.91 kcal per mole

```
129
Properties=species:S:1:pos:R:3:lowdin_charge:R:1
As 0.216 0.277 0.356 0.91
F 0.087 -0.778 -1.065 -0.30
F 2.003 0.078 0.289 -0.30
F -1.574 0.427 0.491 -0.32
F 0.334 1.323 1.841 -0.33
F 0.280 1.751 -0.710 -0.32
F -4.677 5.991 -7.668 0.16
F -4.404 4.071 -8.697 0.18
F 0.090 -1.180 1.434 -0.33
F -2.959 5.495 -8.866 0.22
O 4.788 1.948 6.585 0.01
O 9.364 -1.423 -2.237 0.03
O -8.113 -0.191 -0.143 0.00
O -3.293 -3.520 -5.546 0.06
O 5.301 -6.334 -0.016 -0.01
O -4.770 4.517 4.887 0.02
O -2.079 3.654 -7.043 0.13
O 3.181 6.517 3.310 0.04
O -3.490 4.731 -5.565 0.01
O 1.460 -1.736 -8.547 0.01
O -2.018 -4.570 6.430 0.02
N -4.314 3.847 6.977 0.03
N 0.426 -0.107 -7.300 0.01
N -1.049 -3.837 4.616 0.01
N -6.197 0.976 0.227 0.02
N 1.007 5.965 3.378 0.01
N -1.550 -3.509 -4.193 0.02
N 2.914 1.382 5.450 0.00
N 8.648 -3.577 -1.982 0.03
N 3.828 -7.961 0.527 0.00
C -2.902 -1.509 -4.519 0.00
C 2.980 -5.737 -0.108 0.00
C -2.879 4.247 -4.360 -0.22
C -4.955 5.056 7.552 -0.06
C 4.112 -6.705 0.141 -0.54
C -2.610 -2.971 -4.750 -0.63
C 8.494 -2.241 -1.995 -0.57
C 2.160 5.885 1.261 -0.01
C -6.871 -0.143 -0.122 -0.56
C -3.653 2.485 5.157 -0.01
C 1.178 -0.280 -6.094 -0.07
C 7.164 -1.739 -1.400 0.00
C 0.751 6.314 4.781 -0.07
C -4.290 3.690 5.681 -0.61
C 0.635 -0.831 -8.362 -0.58
C -2.121 -3.969 5.376 -0.61
C 4.896 2.267 4.247 0.00
C -3.798 5.027 -8.020 -0.61
C 2.174 6.170 2.727 -0.58
C 4.188 1.864 5.508 -0.53
C -1.245 -4.934 -4.248 -0.06
C -3.372 -3.259 5.030 0.00
C 4.815 -8.893 1.055 -0.07
C -0.352 -0.627 -9.526 -0.01
C 10.004 -4.196 -2.228 -0.05
C 0.255 -4.341 4.935 -0.08
C -2.803 5.365 -3.359 -0.07
C 2.022 1.192 6.543 -0.09
C -6.118 -1.428 -0.391 0.00
C -3.042 4.381 -6.826 -0.29
C -6.901 2.217 0.664 -0.06
H -3.058 -0.949 -5.441 0.08
H 2.868 -8.252 0.409 0.13
H 2.904 6.517 0.775 0.08
H 5.516 -8.506 1.794 0.09
H -3.836 5.493 -3.036 0.07
H -3.879 3.186 7.603 0.14
H -1.333 -0.398 -9.110 0.07
H 5.178 3.318 4.313 0.09
H 2.977 -4.942 0.638 0.09
H 0.346 5.377 2.889 0.14
H -4.318 5.918 7.747 0.08
H -7.615 2.578 -0.075 0.08
H -4.138 -4.005 5.245 0.09
H -1.845 3.903 -4.355 0.12
H 1.476 6.956 5.281 0.08
H 2.539 1.703 4.569 0.12
H -7.517 2.050 1.548 0.08
H 5.759 1.667 3.959 0.09
H -6.495 -1.826 -1.333 0.08
H -1.126 -5.320 -3.235 0.08
H 0.349 -4.795 5.922 0.08
H -5.780 5.438 6.950 0.08
H -6.202 3.014 0.921 0.08
H 7.399 -1.530 -0.356 0.08
H 5.265 -9.412 0.209 0.08
H 4.162 2.303 3.442 0.07
H 6.363 -2.473 -1.312 0.06
H -3.463 3.379 -4.055 0.13
H -3.797 2.421 4.078 0.09
H -2.566 6.363 -3.727 0.08
H 10.798 -3.503 -2.506 0.07
H 6.763 -0.919 -1.996 0.08
H -0.096 0.745 -7.447 0.14
H 0.009 0.204 -10.132 0.07
H 0.587 -5.066 4.192 0.08
H 0.750 0.323 -5.293 0.09
H -6.250 -2.084 0.469 0.09
H 10.415 -4.816 -1.430 0.07
H -1.032 -3.105 3.919 0.14
H -5.276 4.857 8.574 0.07
H 9.924 -4.798 -3.133 0.07
H -0.244 6.746 4.896 0.07
H -2.579 2.401 5.322 0.09
H 1.983 -6.176 -0.110 0.07
H 1.952 0.113 6.677 0.08
H 2.442 1.566 7.477 0.08
H 1.046 1.665 6.436 0.08
H 2.180 0.124 -6.237 0.09
H -3.752 -1.361 -3.853 0.08
H -5.193 0.946 0.121 0.13
H -0.317 -5.106 -4.792 0.08
H -2.021 -5.523 -4.738 0.08
H -4.080 1.589 5.606 0.08
H 3.090 -5.258 -1.081 0.08
H 1.244 6.089 0.707 0.08
H 7.943 -4.133 -1.519 0.13
H -0.351 -1.513 -10.161 0.08
H -3.423 -3.136 3.948 0.08
H 1.033 -3.578 4.936 0.08
H 0.644 5.414 5.385 0.07
H -3.489 -2.429 5.726 0.09
H 1.309 -1.322 -5.802 0.09
H 4.325 -9.703 1.596 0.07
H -2.042 -1.011 -4.071 0.07
H 2.493 4.876 1.018 0.09
H -5.071 -1.147 -0.511 0.07
H -2.187 5.204 -2.474 0.09
H -1.022 -2.937 -3.549 0.14
```